# 1
Formula: C6H12
Source: OMol25
Level of theory: the ωB97M-V functional and the def2-TZVPD basis

XYZ file:
```
18
Properties=species:S:1:pos:R:3:mulliken_charge:R:1
C -1.27 -1.06 0.54 -1.7802
C -0.37 0.04 0.01 2.0171
C -1.07 1.22 -0.64 -1.7820
C 0.72 0.47 1.03 -1.0455
C 1.79 -0.13 0.09 -0.4273
C 0.71 -0.54 -0.94 -1.0690
H -1.81 -1.53 -0.29 0.3707
H -0.66 -1.84 1.01 0.4395
H -2.00 -0.70 1.28 0.3800
H -1.60 0.88 -1.54 0.3683
H -0.32 1.96 -0.95 0.4418
H -1.79 1.72 0.02 0.3791
H 0.80 1.56 1.19 0.2982
H 0.64 0.00 2.02 0.2986
H 2.33 -0.97 0.52 0.2499
H 2.50 0.60 -0.30 0.2584
H 0.62 -1.63 -1.12 0.3005
H 0.78 -0.05 -1.92 0.3018
```

## Properties
Charge   0
Gap between HOMO and LUMO   11.09 eV
Spin multiplicity   1
HOMO level   -10.07 eV
SMILES   CC1(C)CCC1
Energy above the lowest of the compared OMol25 structures with the same formula, charge and spin   86.7 kJ/mol


# 2
Formula: C4H14N3Tc
Source: OMol25
Level of theory: the ωB97M-V functional and the def2-TZVPD basis

XYZ file:
```
22
Properties=species:S:1:pos:R:3:mulliken_charge:R:1
C 3.07 -0.37 0.46 -0.9153
Tc 0.33 -2.25 -1.26 0.7457
N -0.13 -2.19 -3.32 -0.8230
H 1.99 -2.08 -1.59 0.1035
H -0.73 -2.99 -3.60 0.3488
H 3.03 0.07 -0.57 0.2230
H 4.11 -0.71 0.59 0.2963
H 2.35 -1.19 0.86 0.1161
H 3.02 0.54 1.11 0.2625
H -0.64 -1.36 -3.66 0.3144
H 0.68 -2.26 -3.94 0.3081
C -2.76 1.09 0.99 -0.8387
N -1.28 1.19 1.15 0.0110
C -0.84 2.21 2.14 -0.7724
C -0.48 0.33 0.56 0.2714
N -0.03 -0.64 -0.04 -0.5453
H -3.23 1.82 1.65 0.3175
H -3.11 0.09 1.28 0.3377
H -3.08 1.30 -0.03 0.3066
H -0.27 1.74 2.94 0.3273
H -0.24 2.99 1.70 0.3015
H -1.73 2.67 2.58 0.3033
```

## Properties
Charge   +1
Gap between HOMO and LUMO (spin up / spin down)   7.95 / 7.23 eV
Spin multiplicity   4
HOMO level (spin up / spin down)   -11.65 / -11.09 eV
Expectation value of S²   3.782


# 3
Formula: C15H30N2O12P2S
Source: OMol25
Level of theory: the ωB97M-V functional and the def2-TZVPD basis

XYZ file:
```
62
Properties=species:S:1:pos:R:3:mulliken_charge:R:1
N 1.16 1.46 -2.41 -0.4225
C 1.44 2.24 -3.23 0.5451
O 1.76 3.33 -3.88 -0.2852
O 0.53 4.02 -4.12 -0.1426
S 0.64 5.57 -3.35 0.6717
O 1.65 5.45 -2.35 -0.4544
O -0.82 5.63 -2.61 -0.2688
C -1.68 6.54 -3.39 -0.4788
C -2.77 7.11 -2.49 -0.9471
C -4.15 6.46 -2.75 -0.6554
C -4.29 5.09 -2.08 -0.5363
N -5.08 4.14 -2.86 0.2757
C -5.76 3.11 -2.31 -0.4645
C -6.42 2.41 -3.25 -0.5584
C -6.11 3.06 -4.49 -0.5621
C -5.29 4.08 -4.20 -0.2571
H -1.05 7.36 -3.72 0.6033
H -2.06 5.98 -4.25 0.3010
H -2.89 8.16 -2.77 0.3952
H -2.51 7.04 -1.44 0.3611
H -4.90 7.12 -2.31 0.3633
H -4.30 6.46 -3.83 0.3776
H -3.34 4.65 -1.77 0.2844
H -4.87 5.24 -1.17 0.3240
H -5.80 2.82 -1.27 0.3459
H -7.06 1.56 -3.15 0.4154
H -6.43 2.82 -5.49 0.4126
H -4.85 4.77 -4.90 0.2992
C 1.85 0.67 0.51 -0.6520
O 1.89 -0.59 1.21 -0.2911
P 2.87 -0.79 2.44 0.8604
O 3.87 0.27 2.64 -0.7354
O 3.47 -2.24 2.17 -0.0015
C 4.16 -2.44 0.94 -0.8291
O 1.90 -1.05 3.66 -0.2829
C 2.28 -0.57 4.95 -0.7435
H 1.94 0.47 -0.55 0.2723
H 0.90 1.16 0.70 0.2574
H 2.66 1.33 0.81 0.3780
H 4.72 -1.55 0.65 0.3271
H 3.44 -2.68 0.15 0.3032
H 4.85 -3.27 1.06 0.2824
H 1.96 0.47 5.06 0.2878
H 3.36 -0.63 5.10 0.3465
H 1.78 -1.18 5.70 0.2549
C 1.22 -8.81 4.23 -0.6605
O 2.38 -8.23 3.63 -0.3223
P 2.25 -6.87 2.81 1.1154
O 0.89 -6.42 2.54 -0.6931
O 3.13 -7.15 1.52 -0.3244
C 2.75 -8.26 0.71 -0.6798
O 3.16 -5.87 3.63 -0.3274
C 2.77 -4.49 3.70 -0.5997
H 1.17 -9.86 3.94 0.2454
H 1.32 -8.74 5.32 0.2343
H 0.30 -8.31 3.92 0.3361
H 1.66 -8.36 0.67 0.3357
H 3.18 -9.18 1.10 0.2549
H 3.12 -8.09 -0.30 0.2596
H 2.07 -4.35 4.52 0.2356
H 2.31 -4.16 2.77 0.3726
H 3.66 -3.89 3.88 0.2404
```

## Properties
Charge   0
Gap between HOMO and LUMO   7.99 eV
Spin multiplicity   1
HOMO level   -8.48 eV
Energy above the lowest of the compared OMol25 structures with the same formula, charge and spin   0.0 kJ/mol